#i
21
Properties=species:S:1:pos:R:3 method="wB97M-V/def2-TZVPD" lumo_ev=-6.20 multiplicity=1 gap_ha=0.147
O 1.271 -1.810 -0.874
O -1.479 1.209 0.852
O 0.684 -1.506 1.800
O -1.043 -0.897 -1.118
O -2.033 -1.284 1.580
O -0.205 2.301 -0.982
N 1.690 1.177 0.082
C 1.094 1.672 -1.109
H -0.766 1.710 -0.382
H 0.867 -1.922 0.956
H -1.912 -0.380 1.208
H -0.253 -1.274 1.599
H 1.739 2.582 -1.468
H 2.244 0.339 -0.011
H 1.037 0.921 -2.023
H -2.632 -1.823 1.030
H 1.902 -2.156 -1.529
H -0.235 -1.465 -1.283
H 0.985 1.085 0.915
H -2.169 1.793 1.198
H -0.788 -0.273 -0.441

#ii
21
Properties=species:S:1:pos:R:3 method="wB97M-V/def2-TZVPD" lumo_ev=-0.15 smiles="NC=O.O.O.O.O.O" multiplicity=1 gap_ha=0.377
O -1.725 -2.891 -0.538
O 1.230 2.917 0.368
O -1.378 3.126 1.479
O 0.817 1.190 -2.435
O 0.055 1.071 3.426
O 1.515 -3.111 0.971
N -0.398 -0.706 -2.490
C 0.744 -0.014 -2.616
H 1.751 -0.482 -2.737
H -0.677 -1.664 -2.344
H 0.606 -3.254 0.642
H 1.981 -3.706 0.382
H -1.646 -3.850 -0.385
H -1.202 -0.113 -2.336
H -1.428 3.687 0.688
H -0.401 3.058 1.479
H -1.271 -2.362 0.131
H 0.012 1.970 3.108
H 1.451 1.969 0.413
H -0.695 0.512 3.178
H 0.656 2.654 -0.386

Of them, #i has the lowest stability.

#i
19
Properties=species:S:1:pos:R:3 method="wB97M-V/def2-TZVPD" total_charge=-1 lumo_ev=3.74 multiplicity=1 gap_ha=0.313
O 1.628 -0.529 1.186
O 0.081 -1.481 -0.442
O -2.205 -0.725 -1.272
O -2.711 1.198 1.132
O 1.845 -0.214 -2.835
N 0.547 1.561 1.156
C 1.824 0.881 1.227
H -2.952 0.484 1.747
H 0.799 -0.859 0.595
H -2.727 -1.510 -1.100
H -2.348 0.684 0.396
H -0.170 1.007 1.593
H 0.353 1.691 0.178
H 1.594 -0.176 -1.903
H 2.475 1.094 0.380
H 2.393 0.956 2.152
H -0.235 -2.278 -0.009
H 1.094 -0.667 -3.230
H -1.286 -1.118 -0.951

#ii
19
Properties=species:S:1:pos:R:3 method="wB97M-V/def2-TZVPD" total_charge=-1 lumo_ev=3.88 multiplicity=1 gap_ha=0.331
O -1.402 0.012 2.852
O 1.932 0.696 -0.735
O -0.302 1.040 0.339
O -2.291 3.351 -0.856
O 1.368 -1.472 0.399
N -0.309 -1.715 -1.288
C 0.929 -2.210 -0.679
H -1.365 3.537 -1.042
H 1.630 -2.342 -1.519
H -1.384 0.356 1.943
H 0.792 -3.250 -0.356
H -0.960 -0.828 2.668
H 1.734 -0.551 0.038
H -0.182 -0.749 -1.568
H -2.258 2.458 -0.489
H 0.568 0.776 -0.171
H -0.150 1.346 1.233
H -0.947 -1.660 -0.503
H 2.599 1.205 -0.267

Of them, #i has the lowest stability.

#i
24
Properties=species:S:1:pos:R:3 method="wB97M-V/def2-TZVPD" total_charge=+1 lumo_ev=-3.33 multiplicity=1 gap_ha=0.410
S 0.520 -0.907 0.486
O 0.998 -1.532 -0.707
O 1.286 0.158 0.988
O -0.959 -0.193 0.068
N 1.616 0.829 -1.877
N 1.835 2.776 -0.466
N -0.173 1.732 -0.720
C -2.501 1.619 -0.403
C -1.154 1.031 -0.378
C 1.111 1.696 -0.931
C -0.617 -3.207 1.025
C 0.131 -2.063 1.687
H 2.556 1.012 -2.110
H 1.331 -0.131 -1.733
H -1.623 -2.891 0.697
H -3.058 0.860 0.078
H -0.412 -1.480 2.473
H 1.321 3.467 0.011
H -2.977 1.772 -1.395
H -2.446 2.551 0.100
H -0.746 -4.156 1.472
H 1.056 -2.350 2.223
H 2.891 2.804 -0.644
H 0.018 -3.399 0.055

#ii
24
Properties=species:S:1:pos:R:3 method="wB97M-V/def2-TZVPD" total_charge=+1 lumo_ev=-3.28 multiplicity=1 gap_ha=0.422
S 0.871 0.935 0.519
O 0.440 1.904 -0.434
O 0.332 1.105 1.861
O 0.404 -0.698 0.131
N -2.807 0.475 -1.528
N -2.489 1.512 0.573
N -1.848 -0.688 0.104
C -0.793 -2.743 0.626
C -2.233 0.447 -0.317
C -0.756 -1.320 0.189
C 2.642 0.659 0.529
C 3.214 0.327 -0.814
H 2.912 1.648 1.023
H 4.050 -0.343 -0.702
H 2.488 -0.154 -1.417
H 3.488 1.223 -1.322
H -0.560 -2.894 1.661
H -1.984 1.562 1.479
H -2.608 -0.243 -2.132
H -0.134 -3.320 -0.084
H 2.704 -0.212 1.224
H -1.801 -3.041 0.494
H -2.735 2.427 0.107
H -2.797 1.432 -1.769

Of them, #i has the lowest stability.

#i
88
Properties=species:S:1:pos:R:3 method="wB97M-V/def2-TZVPD" lumo_ev=0.26 multiplicity=1 gap_ha=0.273
I 1.131 5.373 -1.478
Ca 0.126 -1.269 1.137
S 0.196 -6.118 2.302
S -2.277 -0.482 1.474
S 2.196 -1.801 -0.309
P -1.948 -0.101 -0.522
P 0.934 -0.887 -1.650
N 1.156 2.908 1.602
N 0.549 2.004 0.889
N -0.202 -3.651 1.846
C 0.687 -2.576 4.933
C 1.939 0.610 -2.058
C -5.888 -0.719 -1.542
C 3.018 2.827 -1.130
C -3.235 3.784 0.094
C 2.741 -2.880 -4.732
C 1.678 -3.200 -5.567
C 2.950 2.259 -3.543
C 4.007 0.362 2.546
C -0.018 2.381 4.821
C 1.967 1.314 3.672
C 0.152 -2.182 -4.013
C 0.786 1.180 4.395
C -5.837 -1.899 -2.270
C 0.990 2.271 -0.453
C -2.408 1.680 -0.730
C 0.668 -4.597 1.665
C -2.813 3.505 -2.250
C 1.212 -1.849 -3.181
C -4.620 -2.530 -2.478
C -4.724 -0.167 -1.031
C 2.261 -1.062 3.667
C -2.820 2.481 0.328
C -0.744 -0.943 -1.384
C 3.297 3.104 -2.574
C 1.847 3.564 -0.444
C 2.509 -2.213 -3.541
C -1.315 -4.103 2.505
C 2.711 0.202 3.291
C 0.362 -0.093 4.761
C 2.227 1.015 -3.298
C 0.385 -2.860 -5.202
C -3.455 -1.979 -1.965
C 1.931 3.795 1.011
C -3.224 4.301 -1.194
C -3.495 -0.787 -1.250
C -1.277 -5.417 2.837
C -2.412 2.197 -2.022
C 2.248 1.492 -0.882
C 1.099 -1.221 4.420
H 3.330 -1.974 -2.877
H 0.449 3.315 4.501
H 3.227 2.475 -4.568
H 2.638 0.906 -0.048
H 3.995 1.256 1.921
H 4.832 0.464 3.254
H -0.544 -0.201 5.347
H -2.127 -3.417 2.701
H -1.032 2.328 4.417
H -2.804 3.908 -3.255
H -2.497 -2.460 -2.118
H -4.577 -3.456 -3.039
H -0.444 -3.115 -5.850
H -0.850 -1.897 -3.717
H -2.015 -6.007 3.353
H -0.104 2.409 5.907
H -6.747 -2.328 -2.670
H 2.856 -1.932 3.407
H 2.354 4.640 1.527
H -3.533 5.323 -1.373
H 1.952 0.415 -4.156
H -6.837 -0.226 -1.368
H 1.862 -3.711 -6.504
H 0.974 2.890 2.598
H 3.947 2.936 -0.563
H -0.387 -2.728 4.826
H 4.202 -0.503 1.912
H 0.932 -2.655 5.994
H -3.570 4.401 0.919
H 3.849 4.007 -2.799
H 3.752 -3.147 -5.014
H 1.611 -4.459 1.155
H -2.098 1.573 -2.852
H 0.186 2.189 -1.176
H -2.816 2.077 1.330
H -4.765 0.749 -0.456
H 1.213 -3.373 4.408
H 2.335 2.303 3.420

#ii
88
Properties=species:S:1:pos:R:3 method="wB97M-V/def2-TZVPD" lumo_ev=0.04 multiplicity=1 gap_ha=0.262
I -0.051 -3.432 -5.614
Ca 1.689 -0.717 -0.027
S 1.469 1.233 1.849
S -0.150 -2.586 0.473
S 1.075 2.642 -3.795
P -0.054 1.486 0.572
P -1.258 -1.003 -0.120
N 3.273 -1.853 -3.561
N 2.132 1.757 -1.575
N 2.455 -1.964 -2.509
C 0.825 3.681 -2.328
C -3.503 -2.559 -3.822
C -4.880 -0.738 1.800
C 2.690 -2.281 -4.699
C 2.851 -3.054 2.188
C -1.358 4.651 -1.435
C 4.295 -2.211 0.474
C -2.655 2.373 0.867
C -2.697 -2.891 -1.588
C -3.367 -3.363 -2.700
C -0.477 3.458 -1.544
C -3.779 2.740 1.582
C -3.168 -0.901 3.473
C -2.960 -1.284 -3.829
C -2.582 -0.917 1.144
C -2.595 2.374 3.642
C 0.362 3.095 -0.297
C 4.497 -1.042 1.205
C -2.156 -1.610 -1.589
C -1.489 2.034 1.544
C 5.358 0.067 0.670
C -0.412 0.388 -0.702
C -4.504 -0.782 3.131
C 2.288 -1.686 4.216
C 0.441 4.179 0.717
C -2.283 -0.812 -2.718
C -3.748 2.741 2.969
C 3.879 -0.908 2.441
C -1.464 2.020 2.932
C 3.270 -4.501 0.197
C 1.641 3.042 -1.176
C 3.484 -3.230 0.962
C -0.276 5.301 0.634
C -3.923 -0.797 0.803
C 1.925 1.498 -2.792
C 3.027 -1.894 2.929
C -1.219 5.527 -0.439
C -2.208 -0.970 2.483
C 1.421 -2.686 -4.347
C 1.327 -2.470 -2.966
H -1.017 2.581 -1.922
H -0.188 6.061 1.396
H -5.256 -0.721 3.905
H 2.904 -1.976 5.068
H 1.118 4.001 1.541
H 2.211 -4.753 0.197
H -2.679 2.334 -0.214
H -2.577 2.363 4.723
H 2.198 -3.833 2.559
H 5.334 0.087 -0.420
H 0.505 -2.676 -2.306
H 2.490 3.619 -0.783
H 4.212 -1.502 -3.444
H -4.030 -2.931 -4.689
H -5.925 -0.655 1.536
H -2.576 -3.513 -0.709
H -4.213 -0.768 -0.240
H -1.837 6.411 -0.383
H 4.805 -2.342 -0.476
H -1.847 0.180 -2.709
H 6.393 -0.070 0.988
H -0.559 1.730 3.449
H -1.159 -1.087 2.736
H 5.008 1.026 1.048
H -4.629 3.031 3.526
H 3.814 -5.318 0.671
H -3.787 -4.359 -2.690
H -2.879 -0.935 4.513
H -4.685 3.024 1.061
H 1.040 4.720 -2.567
H 4.036 -0.008 3.022
H 3.612 -4.406 -0.831
H -2.073 4.801 -2.231
H 2.021 -0.637 4.324
H 1.379 -2.284 4.229
H 2.260 0.585 -3.258
H -3.069 -0.652 -4.699
H 3.180 -2.279 -5.650

Of them, #i has the lowest stability.

#i
23
Properties=species:S:1:pos:R:3 method="wB97M-V/def2-TZVPD" total_charge=+1 lumo_ev="-3.74 / -7.53" multiplicity=2 gap_ha="0.358 / 0.219" s_squared=0.76
O -1.865 -2.468 5.759
O -2.799 1.653 0.262
O 2.799 4.220 0.295
N -0.153 0.411 -2.096
C 1.152 -2.805 -0.636
C 0.917 -1.681 -1.630
C 0.033 -0.705 -1.290
C -0.073 1.712 -1.396
H 1.162 -3.777 -1.120
H 0.756 1.915 -0.670
H 0.517 0.377 -2.867
H -0.566 -0.733 -0.405
H 0.092 2.401 -2.212
H -0.960 1.950 -0.841
H 3.101 3.758 -0.489
H -1.903 -3.349 6.141
H -3.332 1.507 -0.527
H 1.859 4.023 0.424
H 1.436 -1.879 -2.544
H -3.219 1.189 0.994
H -1.460 -2.461 4.893
H 2.115 -2.461 -0.176
H 0.390 -2.795 0.131

#ii
23
Properties=species:S:1:pos:R:3 method="wB97M-V/def2-TZVPD" total_charge=+1 lumo_ev="-5.07 / -9.02" multiplicity=2 gap_ha="0.308 / 0.163" s_squared=0.76
O 2.038 -2.880 1.106
O 3.128 -0.819 2.617
O -2.091 1.791 2.538
N -2.018 0.767 -0.653
C -0.937 -0.104 -1.184
C 1.485 -0.029 -1.706
C -3.170 0.907 -1.066
C 0.156 0.745 -1.856
H 2.874 -1.358 3.376
H 2.013 0.513 -0.921
H -2.876 2.290 2.766
H 1.380 -1.078 -1.460
H -3.888 1.548 -0.543
H -2.101 1.419 1.657
H 3.338 0.028 3.024
H 0.161 1.692 -1.316
H -3.627 0.409 -1.929
H 2.538 -2.123 1.440
H -0.102 1.019 -2.879
H 2.061 0.186 -2.592
H -0.572 -0.675 -0.325
H 1.587 -3.401 1.768
H -1.376 -0.847 -1.862

Of them, #ii has the lowest stability.

#i
14
Properties=species:S:1:pos:R:3 method="wB97M-V/def2-TZVPD" lumo_ev="0.73 / 0.73" multiplicity=1 gap_ha="0.330 / 0.329"
F 2.099 -1.139 -0.595
O -0.910 -0.002 -0.430
N 1.778 -0.100 0.243
C 0.676 -0.283 0.970
C -1.807 -1.125 -0.500
C 2.110 1.172 -0.418
H 0.531 0.421 1.823
H -2.627 -0.628 -1.073
H 2.068 1.907 0.264
H 0.225 -1.364 1.023
H 3.108 1.074 -0.756
H -2.150 -1.568 0.360
H -1.417 -1.921 -1.036
H 1.391 1.328 -1.294

#ii
14
Properties=species:S:1:pos:R:3 method="wB97M-V/def2-TZVPD" lumo_ev=0.59 smiles="CCC(N)=O.F" multiplicity=1 gap_ha=0.415
F -1.791 -4.024 0.521
O -0.859 -1.539 0.756
N -0.015 0.157 1.964
C -0.276 0.246 -1.388
C -0.029 -0.602 0.855
C 0.791 -0.226 -0.327
H -0.649 -0.232 2.610
H -0.924 1.061 -1.047
H -0.963 -0.571 -1.408
H 1.316 -0.993 -0.787
H -1.278 -3.167 0.742
H 1.427 0.563 -0.195
H 0.792 0.712 2.257
H 0.329 0.448 -2.333

Of them, #i has the lowest stability.